C29H23ClIrN2O3PS2 | ωB97M-V/def2-TZVPD

Structure (XYZ):
```
62
Properties=species:S:1:pos:R:3
Ir -1.0799 -0.8648 -0.8842
O -2.3347 -3.6847 2.5213
C -1.1592 -4.3329 2.6230
C -1.1057 -5.4121 3.5077
C 0.0612 -6.1289 3.6637
C 1.2031 -5.7978 2.9348
C 1.1529 -4.7362 2.0572
C -0.0144 -3.9855 1.8883
C -0.0312 -2.8516 0.9343
O -1.0580 -2.0653 0.9271
N 1.0010 -2.6900 0.1555
N 0.8566 -1.5832 -0.6991
C 1.9484 -1.3662 -1.3446
S 2.2082 -0.0372 -2.4510
C 3.6434 -0.8089 -3.2348
C 4.4503 -1.4714 -2.1390
S 3.3183 -2.4406 -1.1049
H -2.1973 -2.9351 1.9039
H -2.0012 -5.6601 4.0620
H 0.0879 -6.9550 4.3635
H 2.1155 -6.3659 3.0553
H 2.0201 -4.4600 1.4721
H 4.1977 -0.0267 -3.7516
H 3.2826 -1.5392 -3.9583
H 4.9512 -0.7289 -1.5182
H 5.1901 -2.1588 -2.5487
O -0.9615 -1.0026 -3.6190
C -0.8969 -0.2019 -2.7180
C -0.6294 1.2708 -2.9983
C -0.4690 1.7717 -4.2758
C 0.0036 3.0679 -4.4361
C 0.3200 3.8397 -3.3200
C 0.1340 3.3362 -2.0405
C -0.3815 2.0515 -1.8909
P -0.6484 1.1944 -0.3145
C 0.4869 1.9438 0.8807
C 1.8469 1.6284 0.8237
C 2.7377 2.2208 1.7023
C 2.2761 3.1280 2.6472
C 0.9271 3.4405 2.7106
C 0.0265 2.8467 1.8360
C -2.2794 1.7766 0.2688
C -2.9100 2.8785 -0.2959
C -4.1764 3.2532 0.1366
C -4.8020 2.5422 1.1475
C -4.1639 1.4530 1.7292
C -2.9123 1.0638 1.2863
H -0.6774 1.1287 -5.1217
H 0.1477 3.4729 -5.4294
H 0.7174 4.8382 -3.4497
H 0.3761 3.9373 -1.1716
H 2.2086 0.9244 0.0848
H 3.7900 1.9730 1.6538
H 2.9707 3.5919 3.3359
H 0.5672 4.1471 3.4469
H -1.0240 3.0921 1.8956
H -2.4228 3.4423 -1.0815
H -4.6742 4.0972 -0.3235
H -5.7889 2.8340 1.4834
H -4.6500 0.8953 2.5190
H -2.4324 0.1943 1.7213
Cl -3.3432 -0.9848 -1.2584
```

## Properties
Net charge = 0
Highest occupied orbital energy = -7.921 eV
HOMO-LUMO gap = 0.268 Eh

Mulliken atomic charge list, values in e, 8 entries: number 1, Ir, carries 0.935; number 2, O, carries -0.681; number 3, C, carries 0.299; number 4, C, carries -0.681; number 5, C, carries -0.277; number 6, C, carries -0.826; number 7, C, carries -0.334; number 8, C, carries 0.171

C29H23ClN6NiOTe | ωB97M-V/def2-TZVPD

Structure (XYZ):
```
62
Properties=species:S:1:pos:R:3
Ni -0.2440 2.0733 0.9653
C -0.3185 5.0104 -1.9844
C -0.6457 4.0627 -0.8750
N 0.3171 3.2679 -0.2844
N 1.5388 3.0526 -0.8431
C 2.0925 2.0238 -0.2599
O 1.4348 1.2515 0.5891
C 3.5121 1.7353 -0.5400
C 4.2054 0.7878 0.2133
C 5.5414 0.5068 -0.0465
C 6.2177 1.1646 -1.0637
C 5.5354 2.1217 -1.8144
C 4.2072 2.4052 -1.5557
C -1.8758 3.8803 -0.2999
C -3.0789 4.6279 -0.5592
C -4.2402 4.3018 0.0579
C -4.2776 3.2201 0.9962
C -3.1037 2.5534 1.2438
N -1.9402 2.8123 0.6329
H 0.7276 4.8871 -2.2616
H -0.4678 6.0580 -1.6933
H -0.9293 4.8328 -2.8769
H 3.6826 0.2892 1.0182
H 6.0564 -0.2330 0.5567
H 7.2588 0.9430 -1.2681
H 6.0490 2.6512 -2.6100
H 3.6729 3.1483 -2.1328
H -3.0313 5.4616 -1.2518
H -5.1409 4.8728 -0.1482
H -5.1876 2.9313 1.5030
H -3.0688 1.7456 1.9672
Te 1.5305 -1.7525 0.0218
C 1.2102 -3.8385 -0.2196
C 1.8700 -4.5148 -1.2453
C 1.7069 -5.8823 -1.4216
C 0.8625 -6.5985 -0.5840
C 0.1954 -5.9340 0.4363
C 0.3755 -4.5700 0.6230
H 2.5102 -3.9631 -1.9252
H 2.2307 -6.3862 -2.2259
H 0.7226 -7.6633 -0.7274
H -0.4682 -6.4780 1.0983
H -0.1408 -4.0779 1.4383
N -0.6225 1.2598 2.6926
C -0.8079 0.7794 3.7323
N -1.0469 0.1157 4.8229
C -1.0968 0.6987 5.9973
N -1.1725 1.1063 7.0844
Cl -2.6073 -2.9783 2.3501
C -2.5962 -2.6482 0.6346
C -3.6674 -3.1274 -0.1084
C -3.7256 -2.8820 -1.4672
C -2.7093 -2.1522 -2.0723
C -1.6471 -1.6913 -1.3193
C -1.5536 -1.9282 0.0556
C -0.4114 -1.3769 0.8431
H -4.4488 -3.6820 0.3935
H -4.5630 -3.2505 -2.0463
H -2.7472 -1.9381 -3.1329
H -0.8519 -1.1254 -1.7890
H -0.4064 -0.2864 0.8026
H -0.4230 -1.6813 1.8830
```

## Properties
Net charge = -2
Highest occupied orbital energy (alpha / beta) = 0.504 / 0.504 eV
HOMO-LUMO gap (alpha / beta) = 0.127 / 0.127 Eh

Mulliken atomic charge list, values in e, 8 entries: number 1, Ni, carries -0.604; number 2, C, carries -1.210; number 3, C, carries 0.208; number 4, N, carries 0.215; number 5, N, carries -0.456; number 6, C, carries -0.092; number 7, O, carries -0.875; number 8, C, carries 0.606

Calculated values (eV) of energy above the lowest of the compared OMol25 structures with the same formula, charge and spin for the records, taken in order: 0.500 1.239.